{
  "formula": "C30H33N7O3ReSeSi",
  "method": "wB97M-V/def2-TZVPD",
  "relative_energy_ev": 0.2397,
  "e_tot_ha": -4540.4131,
  "multiplicity": 4,
  "homo_energy_ev": [-12.62, -12.95],
  "lumo_ev": [-6.57, -7.18],
  "homo_lumo_gap_ha": [0.22226, 0.21198],
  "charge": 2,
  "species": ["Re", "O", "N", "N", "O", "C", "C", "C", "C", "C", "C", "H", "H", "H", "H", "H", "C", "Si", "C", "C", "N", "C", "C", "C", "C", "C", "C", "O", "C", "C", "C", "C", "C", "C", "H", "H", "H", "H", "H", "H", "H", "H", "H", "H", "H", "H", "H", "H", "H", "H", "H", "H", "C", "N", "C", "C", "N", "H", "H", "H", "H", "H", "H", "Se", "N", "C", "C", "C", "C", "C", "C", "N", "H", "H", "H", "H"],
  "xyz": [[0.181, -0.843, 0.580], [-0.310, -2.713, -0.023], [0.626, -3.563, -0.206], [1.730, -2.884, -0.522], [1.816, -1.581, -0.195], [2.916, -3.562, -0.489], [4.119, -2.932, -0.208], [5.214, -3.789, -0.032], [5.152, -5.140, -0.358], [3.950, -5.730, -0.709], [2.825, -4.922, -0.848], [4.217, -1.850, -0.060], [6.168, -3.332, 0.269], [6.130, -5.675, -0.376], [3.984, -6.823, -0.950], [1.843, -5.366, -1.180], [-2.770, 2.911, 2.512], [-1.883, 0.732, 1.213], [0.209, 3.259, 0.071], [-3.566, 0.241, 1.422], [-1.206, -0.068, -0.318], [-1.686, -0.006, -1.627], [-2.904, 0.599, -1.951], [-3.360, 0.744, -3.293], [-2.549, 0.222, -4.308], [-1.475, -0.607, -3.985], [-0.983, -0.708, -2.684], [0.107, -1.522, -2.425], [1.099, -1.759, -3.399], [1.866, -0.774, -3.944], [2.970, -1.045, -4.744], [3.094, -2.338, -5.284], [2.206, -3.379, -4.863], [1.231, -3.040, -3.918], [-3.608, 3.404, 2.087], [-2.231, 3.635, 3.137], [-3.083, 2.042, 3.155], [0.836, 4.108, 0.412], [0.096, 3.158, -1.005], [0.596, 2.306, 0.374], [-3.742, -0.741, 0.990], [-4.218, 1.039, 1.015], [-3.674, 0.156, 2.533], [-3.523, 0.984, -1.130], [-4.257, 1.338, -3.468], [-2.640, 0.524, -5.350], [-0.893, -0.983, -4.836], [1.683, 0.293, -3.786], [3.637, -0.249, -4.917], [3.818, -2.484, -6.093], [2.332, -4.374, -5.328], [0.686, -3.843, -3.495], [-1.712, 5.643, 1.967], [-1.615, 4.790, 0.770], [-1.770, 5.559, -0.440], [-1.094, 3.477, 0.790], [-1.753, 2.515, 1.462], [-0.971, 6.439, 1.790], [-1.423, 5.088, 2.824], [-2.722, 6.013, 2.053], [-1.752, 6.625, -0.152], [-2.742, 5.344, -0.942], [-1.031, 5.293, -1.191], [-3.594, -1.836, 4.902], [-0.647, 0.045, 2.180], [-0.328, -0.009, 3.529], [0.946, 0.377, 3.953], [1.298, 0.453, 5.320], [0.308, 0.285, 6.305], [-0.984, 0.008, 5.902], [-1.354, -0.158, 4.550], [-2.558, -0.637, 4.171], [1.708, 0.658, 3.221], [2.286, 0.651, 5.638], [0.580, 0.530, 7.339], [-1.851, -0.219, 6.594]]
}